Entry 1:
Computed, not measured: an isolated molecule of C3H5NO2, with ωB97M-V/def2-TZVPD.

Results
SMILES = O=CCNC=O
HOMO = -0.3584 hartree
energy above the lowest of the compared OMol25 structures with the same formula, charge and spin = 23.4 kcal/mol
spin multiplicity = 1
molecular weight = 87.08 u
energy = -322.5370 Eh

Each line ends with the Löwdin charge.
Atoms and positions in Å:
O1 -0.298 2.278 -0.936  0.07
C1 0.038 1.127 -0.875  -0.29
C2 0.822 0.463 0.255  -0.13
N1 0.307 -0.894 0.378  0.01
C3 -1.046 -1.026 0.397  -0.35
O2 -1.801 -0.085 0.238  0.03
H1 -0.108 0.406 -1.707  0.13
H2 0.755 1.016 1.198  0.13
H3 1.868 0.465 -0.075  0.13
H4 0.880 -1.699 0.580  0.13
H5 -1.416 -2.051 0.547  0.13

Entry 2:
Computed, not measured: the ion C4H4N3 with charge +1, with ωB97M-V/def2-TZVPD.

Results
HOMO (alpha / beta) = -0.5432 / -0.5634 hartree
energy above the lowest of the compared OMol25 structures with the same formula, charge and spin = 98.8 kcal/mol
spin multiplicity = 1
total charge = +1
molecular weight = 94.10 u
energy = -318.6070 Eh

Each line ends with the Löwdin charge.
Atoms and positions in Å:
C1 1.044 -0.109 2.300  -0.20
C2 -0.755 0.728 -0.720  0.10
C3 -0.239 -0.431 -1.457  -0.20
C4 -0.575 0.814 0.645  -0.08
N1 1.745 -0.462 3.188  0.29
N2 0.876 -0.927 -1.448  0.24
N3 0.315 0.130 1.284  0.19
H1 -1.470 1.440 -1.273  0.17
H2 -1.048 -0.993 -2.049  0.19
H3 -1.102 1.627 1.314  0.20
H4 1.209 -1.817 -1.784  0.12

Entry 3:
Computed, not measured: an isolated molecule of C19H22N2O2, with ωB97M-V/def2-TZVPD.

Results
SMILES = Cc1cccc(N2CCN(C(=O)/C=C/c3ccco3)CC2)c1C
HOMO = -0.3003 hartree
energy above the lowest of the compared OMol25 structures with the same formula, charge and spin = 56.1 kcal/mol
spin multiplicity = 1
molecular weight = 310.40 u
energy = -997.1817 Eh

Each line ends with the Löwdin charge.
Atoms and positions in Å:
C1 -6.133 -0.096 -0.853  -0.05
C2 -4.938 0.473 -0.148  -0.24
C3 -5.096 1.545 0.720  -0.06
C4 -4.006 2.094 1.366  -0.08
C5 -2.748 1.556 1.175  -0.03
C6 -2.568 0.470 0.323  -0.20
N1 -1.295 -0.103 0.102  -0.13
C7 -0.137 0.748 0.261  -0.16
C8 1.052 0.089 -0.453  -0.13
N2 1.291 -1.221 0.102  -0.05
C9 2.347 -1.578 0.875  -0.46
O1 2.354 -2.609 1.528  0.06
C10 3.544 -0.702 0.856  0.01
C11 4.210 -0.372 -0.256  -0.02
C12 5.450 0.354 -0.271  -0.28
C13 6.236 0.738 -1.332  -0.02
C14 7.339 1.425 -0.782  -0.06
C15 7.149 1.413 0.567  -0.11
O2 6.017 0.773 0.886  0.05
C16 0.120 -2.073 0.062  -0.11
C17 -1.062 -1.385 0.744  -0.13
C18 -3.666 -0.059 -0.368  -0.16
C19 -3.476 -1.164 -1.364  -0.04
H1 -6.194 -1.173 -0.705  0.08
H2 -6.071 0.090 -1.926  0.08
H3 -7.047 0.359 -0.482  0.07
H4 -6.082 1.956 0.884  0.11
H5 -4.136 2.935 2.031  0.10
H6 -1.905 1.976 1.702  0.10
H7 -0.342 1.719 -0.194  0.13
H8 0.136 0.897 1.320  0.13
H9 1.939 0.712 -0.340  0.11
H10 0.814 -0.016 -1.517  0.13
H11 3.962 -0.474 1.826  0.13
H12 3.838 -0.656 -1.231  0.13
H13 6.045 0.549 -2.368  0.11
H14 8.158 1.866 -1.313  0.10
H15 7.730 1.813 1.375  0.12
H16 -0.125 -2.277 -0.986  0.13
H17 0.368 -3.006 0.570  0.12
H18 -0.830 -1.253 1.814  0.14
H19 -1.954 -2.004 0.662  0.12
H20 -2.425 -1.251 -1.627  0.07
H21 -4.046 -0.959 -2.268  0.08
H22 -3.820 -2.119 -0.966  0.09

Entry 4:
Computed, not measured: a cluster of 2 separate species, C4H8O3 in total, with ωB97M-V/def2-TZVPD.

Results
SMILES = C=CC(=O)OC.O
HOMO = -0.3225 hartree
energy above the lowest of the compared OMol25 structures with the same formula, charge and spin = 62.2 kcal/mol
spin multiplicity = 1
molecular weight = 104.10 u
energy = -382.8657 Eh

Each line ends with the Löwdin charge.
Atoms and positions in Å:
C1 1.947 0.677 -0.397  0.00
C2 0.782 0.967 0.276  -0.11
C3 -0.358 0.139 -0.066  -0.53
O1 -0.255 -0.949 -0.642  0.03
O2 -1.546 0.610 0.331  -0.03
C4 -2.659 -0.223 0.008  -0.05
H1 1.930 0.252 -1.398  0.10
H2 2.899 1.111 -0.111  0.10
H3 0.685 1.824 0.924  0.11
H4 -2.548 -1.214 0.458  0.10
H5 -3.532 0.287 0.413  0.09
H6 -2.750 -0.338 -1.075  0.10
O3 2.225 -1.104 0.389  -0.04
H7 1.698 -0.612 1.063  0.07
H8 1.482 -1.427 -0.174  0.06

Entry 5:
Computed, not measured: a cluster of 2 separate species, HN3O2S in total, with ωB97M-V/def2-TZVPD.

Results
SMILES = [O-][N+](O)=S.N#N
HOMO (alpha / beta) = -0.3595 / -0.3595 hartree
energy above the lowest of the compared OMol25 structures with the same formula, charge and spin = 5.5 kcal/mol
spin multiplicity = 1
molecular weight = 107.09 u
energy = -713.4383 Eh

Each line ends with the Löwdin charge.
Atoms and positions in Å:
O1 -2.465 -0.950 0.212  0.04
N1 -1.754 -0.013 0.355  -0.88
O2 -0.610 -0.241 0.973  -0.02
S1 -1.973 1.497 0.039  0.78
H1 -0.077 0.499 0.791  -0.04
N2 2.832 0.412 0.285  0.08
N3 1.942 0.842 0.699  0.05

Entry 6:
Computed, not measured: a structure of composition C5H11NPRu, with ωB97M-V/def2-TZVPD.

Results
HOMO (alpha / beta) = -0.1274 / -0.2847 hartree
<S²> = 8.7788
energy above the lowest of the compared OMol25 structures with the same formula, charge and spin = 0.0 kcal/mol
spin multiplicity = 6
molecular weight = 217.19 u
energy = -687.8041 Eh

Each line ends with the Löwdin charge.
Atoms and positions in Å:
C1 0.411 0.294 -1.122  -0.22
C2 1.344 -0.004 -2.154  -0.06
C3 0.587 -0.583 -3.247  -0.10
C4 -0.735 -0.841 -2.822  -0.10
C5 -0.836 -0.352 -1.455  -0.08
Ru1 0.307 0.349 1.655  0.24
P1 -0.502 2.305 2.373  0.39
H1 0.503 1.032 -0.217  -0.01
H2 2.429 0.135 -2.074  0.11
H3 0.965 -0.803 -4.243  0.09
H4 -1.514 -0.553 -0.624  0.08
H5 -1.525 -1.399 -3.360  0.10
H6 -1.876 2.594 2.171  -0.16
H7 0.194 3.498 2.025  -0.13
H8 -0.364 2.289 3.827  -0.12
N1 0.211 -1.724 2.237  -0.14
H9 0.409 -2.458 1.514  0.06
H10 -0.797 -1.843 2.488  0.04
H11 0.789 -1.935 3.028  0.01

Entry 7:
Computed, not measured: a cluster of 2 separate species, C4H11NO in total, with ωB97M-V/def2-TZVPD.

Results
HOMO = -0.3482 hartree
energy above the lowest of the compared OMol25 structures with the same formula, charge and spin = 170.1 kcal/mol
spin multiplicity = 1
molecular weight = 89.14 u
energy = -288.7460 Eh

Each line ends with the Löwdin charge.
Atoms and positions in Å:
C1 -0.558 1.583 -0.229  -0.11
C2 -1.398 0.325 0.022  -0.25
N1 -0.862 -0.820 0.698  -0.07
C3 0.418 -1.362 0.230  -0.25
C4 1.721 -0.514 0.322  -0.09
O1 -0.543 -0.194 -2.339  -0.14
H1 -1.182 2.309 -0.780  0.08
H2 0.270 1.413 -0.893  0.03
H3 -0.276 2.085 0.715  0.09
H4 -1.562 -0.147 -1.034  0.10
H5 -2.306 0.660 0.523  0.12
H6 -0.727 -0.572 1.668  0.12
H7 0.288 -1.497 -0.835  0.07
H8 0.559 -2.274 0.811  0.11
H9 2.567 -1.170 0.535  0.07
H10 1.946 0.020 -0.585  0.05
H11 1.645 0.152 1.170  0.06

Entry 8:
Computed, not measured: an isolated molecule of C23H25NO2, with ωB97M-V/def2-TZVPD.

Results
SMILES = CC(C)(C)c1ccc(N2C(=O)C[C@@H](C/C=C/c3ccccc3)C2=O)cc1
HOMO = -0.3101 hartree
energy above the lowest of the compared OMol25 structures with the same formula, charge and spin = 0.0 kcal/mol
spin multiplicity = 1
molecular weight = 347.46 u
energy = -1096.7114 Eh

Each line ends with the Löwdin charge.
Atoms and positions in Å:
C1 4.245 -1.166 -2.672  -0.04
C2 3.135 -0.512 -3.507  -0.56
C3 3.166 -1.130 -4.908  -0.07
C4 3.400 0.994 -3.639  -0.04
C5 1.801 -0.717 -2.806  -0.18
C6 1.624 -0.229 -1.513  -0.02
C7 0.435 -0.393 -0.832  0.01
C8 -0.624 -1.048 -1.446  -0.18
N1 -1.849 -1.217 -0.749  0.11
C9 -2.583 -2.392 -0.759  -0.40
O1 -2.260 -3.410 -1.309  0.12
C10 -3.851 -2.143 0.033  -0.03
C11 -3.598 -0.829 0.762  -0.21
C12 -3.158 -1.056 2.224  -0.14
C13 -2.679 0.211 2.854  -0.10
C14 -1.461 0.369 3.363  -0.06
C15 -0.941 1.582 3.980  -0.23
C16 -1.484 2.841 3.726  -0.03
C17 -0.966 3.967 4.336  -0.08
C18 0.103 3.861 5.211  -0.10
C19 0.661 2.618 5.462  -0.09
C20 0.148 1.492 4.848  -0.05
C21 -2.428 -0.215 0.014  -0.38
O2 -2.043 0.921 0.079  0.13
C22 -0.475 -1.535 -2.734  0.01
C23 0.728 -1.373 -3.398  -0.01
H1 4.320 -0.715 -1.687  0.07
H2 4.046 -2.228 -2.547  0.09
H3 5.205 -1.051 -3.172  0.08
H4 4.143 -0.959 -5.356  0.08
H5 2.418 -0.675 -5.553  0.08
H6 2.999 -2.203 -4.866  0.09
H7 3.446 1.475 -2.667  0.08
H8 2.606 1.466 -4.215  0.09
H9 4.345 1.164 -4.150  0.08
H10 2.428 0.289 -1.014  0.11
H11 0.324 -0.005 0.169  0.12
H12 -4.681 -2.068 -0.672  0.13
H13 -4.054 -2.983 0.697  0.13
H14 -4.450 -0.147 0.746  0.16
H15 -4.016 -1.446 2.780  0.13
H16 -2.365 -1.808 2.247  0.13
H17 -3.394 1.021 2.865  0.12
H18 -0.779 -0.474 3.362  0.12
H19 -2.299 2.939 3.026  0.11
H20 -1.395 4.936 4.126  0.10
H21 0.505 4.743 5.688  0.10
H22 1.500 2.528 6.137  0.10
H23 0.587 0.524 5.048  0.11
H24 -1.292 -2.048 -3.216  0.12
H25 0.809 -1.769 -4.396  0.10

Entry 9:
Computed, not measured: a cluster of 8 separate species, C13H43N11O8 in total, with ωB97M-V/def2-TZVPD.

Results
SMILES = COC[C@H](C)N.NC(N)=O.NC(N)=O.NC(N)=O.NC(N)=O.NC(N)=O.CCO.CCO
HOMO = -0.3276 hartree
energy above the lowest of the compared OMol25 structures with the same formula, charge and spin = 0.0 kcal/mol
spin multiplicity = 1
molecular weight = 481.56 u
energy = -1725.4934 Eh

Each line ends with the Löwdin charge.
Atoms and positions in Å:
C1 -20.655 11.069 11.363  -0.13
O1 -21.684 10.182 11.058  -0.17
C2 -21.565 8.987 11.776  -0.24
C3 -22.468 7.931 11.178  -0.42
C4 -22.339 6.665 12.003  -0.08
N1 -22.064 7.682 9.738  0.03
H1 -19.672 10.672 11.080  0.09
H2 -20.629 11.403 12.408  0.08
H3 -20.751 11.994 10.795  0.08
H4 -20.525 8.639 11.769  0.13
H5 -21.881 9.063 12.826  0.13
H6 -23.514 8.240 11.094  0.14
H7 -22.695 6.830 13.023  0.08
H8 -21.308 6.315 12.103  0.08
H9 -22.898 5.851 11.541  0.08
H10 -22.166 8.662 9.438  0.07
H11 -22.838 7.233 9.252  0.07
N2 -15.338 10.358 8.202  0.17
C5 -14.504 11.358 7.747  -0.62
N3 -13.541 10.939 6.864  0.15
O2 -14.492 12.497 8.210  0.03
H12 -15.123 9.404 8.018  0.09
H13 -16.120 10.660 8.756  0.10
H14 -13.446 10.056 6.408  0.09
H15 -12.846 11.620 6.614  0.10
N4 -18.469 13.814 12.864  0.16
C6 -19.361 14.827 13.177  -0.60
N5 -19.863 14.798 14.473  0.15
O3 -19.696 15.659 12.308  -0.02
H16 -18.174 13.854 11.898  0.10
H17 -18.416 12.992 13.426  0.09
H18 -19.492 14.120 15.104  0.08
H19 -20.743 15.206 14.720  0.10
N6 -19.316 8.365 7.931  0.16
C7 -19.334 9.257 6.896  -0.62
N7 -18.251 9.141 6.010  0.13
O4 -20.071 10.258 6.809  0.01
H20 -20.093 8.452 8.577  0.06
H21 -18.652 7.633 8.042  0.08
H22 -17.381 8.689 6.209  0.07
H23 -18.298 9.732 5.207  0.07
N8 -18.388 19.176 12.470  0.14
C8 -17.981 19.008 11.169  -0.68
N9 -18.250 17.789 10.622  0.16
O5 -17.449 19.930 10.558  0.00
H24 -18.205 20.080 12.859  0.09
H25 -18.615 18.406 13.069  0.08
H26 -17.886 17.623 9.707  0.10
H27 -18.758 17.141 11.197  0.05
N10 -21.599 17.189 6.407  0.17
C9 -21.669 16.058 5.631  -0.61
N11 -22.354 16.206 4.445  0.16
O6 -21.226 14.958 5.956  0.02
H28 -22.115 17.992 6.125  0.09
H29 -21.186 17.123 7.317  0.11
H30 -22.666 17.084 4.089  0.09
H31 -22.462 15.375 3.892  0.11
C10 -18.299 13.306 3.492  -0.09
C11 -19.042 12.775 4.720  -0.32
O7 -20.460 12.778 4.544  -0.11
H32 -17.310 12.865 3.342  0.06
H33 -18.462 14.383 3.446  0.07
H34 -18.758 12.955 2.553  0.07
H35 -18.754 13.424 5.558  0.09
H36 -18.817 11.754 5.040  0.07
H37 -20.788 13.548 5.071  0.02
C12 -18.823 12.946 8.419  -0.07
C13 -17.601 13.850 8.419  -0.30
O8 -16.747 13.394 9.487  -0.13
H38 -18.563 11.906 8.593  0.06
H39 -19.578 13.120 7.654  0.06
H40 -19.395 13.231 9.315  0.06
H41 -17.790 14.910 8.629  0.10
H42 -17.055 13.896 7.468  0.10
H43 -15.886 13.132 9.084  0.02